Entry from the Open Molecules 2025 dataset: 2 unconnected molecules or ions with the total composition CH6NO2 at a distorted geometry (the ωB97M-V functional and the def2-TZVPD basis).

2S+1: 1
Net charge: -1
Energy relative to the best compared isomer or geometry (same formula, charge and spin) in eV: 0.428
Kohn-Sham gap in eV: 7.75
LUMO in eV: 4.75

Cartesian coordinates (Å):
H: -1.3173 0.2771 0.1239
O: -0.1243 1.0795 0.6268
O: -1.8817 -0.2922 -0.4793
H: 1.0238 -1.3462 0.9264
H: -2.5254 0.3729 -0.7125
H: -0.0367 -1.3225 -0.1616
H: 1.0983 0.8459 -0.9886
C: 0.9587 0.5492 0.0591
H: 1.8397 0.8326 0.6734
N: 0.9650 -0.9961 -0.0674


Entry from the Open Molecules 2025 dataset: a molecular structure, CH6NO3P at a distorted geometry (the ωB97M-V functional and the def2-TZVPD basis).

2S+1: 1
Energy relative to the best compared isomer or geometry (same formula, charge and spin) in eV: 1.402
Kohn-Sham gap in eV: 10.59
LUMO in eV: 0.34

Cartesian coordinates (Å):
C: -1.2195 -0.8304 0.1249
O: -0.7469 -1.3045 1.2998
H: 1.1994 0.9555 -2.1187
N: 1.9257 0.3050 0.0237
P: 0.6407 1.1097 -0.1190
H: -0.5394 -0.0696 -0.4621
H: -2.1018 -0.2104 0.4546
O: 0.5757 1.4918 -1.6311
H: -1.5385 -1.5216 -0.6302
H: 2.3136 0.3050 0.9362
H: -0.3110 -2.1029 1.3323
O: -0.1980 1.8725 0.7895


Entry from the Open Molecules 2025 dataset: 3 unconnected molecules or ions with the total composition CH6NO4 at a distorted geometry (the ωB97M-V functional and the def2-TZVPD basis).

2S+1: 1
Net charge: -1
Energy relative to the best compared isomer or geometry (same formula, charge and spin) in eV: 0.992
Kohn-Sham gap in eV: 8.36
LUMO in eV: 3.97

Cartesian coordinates (Å):
O: -2.9195 -0.0414 1.7793
H: -0.4376 2.2821 0.9075
H: 1.3299 -1.3719 -2.0916
H: -3.0818 -1.0434 2.0134
H: 1.1443 2.5143 0.4872
O: 1.2407 -2.3410 -2.3872
H: -1.9702 -0.0698 1.5373
O: 1.2882 0.6312 -0.9180
H: 0.4828 -2.5658 -1.8673
O: -0.1091 -0.3182 0.6494
N: 0.4013 1.8899 0.7137
C: 0.6202 0.5968 0.1715


Entry from the Open Molecules 2025 dataset: 2 unconnected molecules or ions with the total composition CH6NOP at a distorted geometry (the ωB97M-V functional and the def2-TZVPD basis).

2S+1: 1
Energy relative to the best compared isomer or geometry (same formula, charge and spin) in eV: 4.015
Kohn-Sham gap (alpha / beta) in eV: 9.92 / 7.62
LUMO (alpha / beta) in eV: -0.69 / -0.28

Cartesian coordinates (Å):
H: -0.9392 0.6681 -1.4820
H: 1.0832 -2.0386 -0.3510
N: 0.2255 -1.3946 -0.2963
H: -0.5448 -1.9291 0.0848
O: 1.8384 0.6641 -0.4823
C: -0.8853 1.1807 -0.3916
H: -0.3826 2.1523 -0.6440
P: 0.6188 0.1852 0.1548
H: -1.8262 1.2318 0.1463
H: 0.8122 -0.7200 3.2613


Entry from the Open Molecules 2025 dataset: 2 unconnected molecules or ions with the total composition CH6NOP at a distorted geometry (the ωB97M-V functional and the def2-TZVPD basis).

2S+1: 3
<S²>: 2.006
Energy relative to the best compared isomer or geometry (same formula, charge and spin) in eV: 2.289
Kohn-Sham gap (alpha / beta) in eV: 8.41 / 8.45
LUMO (alpha / beta) in eV: 0.95 / -0.96

Cartesian coordinates (Å):
H: 1.1393 1.5481 -0.4248
H: -2.5622 -0.2858 0.6916
H: 1.5647 -1.4998 1.0666
N: -1.2998 0.4380 -0.3759
H: 0.3426 -0.9621 -0.3070
H: -1.2265 1.3193 -0.9369
O: -2.6248 0.1754 -0.1477
H: 2.1864 -0.9763 -0.5041
P: 1.1335 0.9883 0.7496
C: 1.3468 -0.7452 0.1884


Entry from the Open Molecules 2025 dataset: 2 unconnected molecules or ions with the total composition CH6NOPS2 at a distorted geometry (the ωB97M-V functional and the def2-TZVPD basis).

2S+1: 1
SMILES string: OP(S)S.C=N
Energy relative to the best compared isomer or geometry (same formula, charge and spin) in eV: 2.380
Kohn-Sham gap in eV: 9.13
LUMO in eV: 0.73

Cartesian coordinates (Å):
P: -0.2561 1.7665 -1.0942
H: 0.1368 4.0268 -1.1101
H: -2.2980 0.5888 -1.8420
C: 0.4587 -2.5674 0.7287
S: -0.7837 3.6668 -0.2068
N: 0.7189 -1.6317 1.5138
O: 0.8707 1.2614 -0.0961
H: 0.4020 -2.3970 -0.4226
H: 0.9163 0.3567 -0.1166
S: -1.7828 0.4534 -0.6223
H: 0.4458 -3.6122 0.8404
H: 1.1714 -1.9120 2.4277


Entry from the Open Molecules 2025 dataset: 2 unconnected molecules or ions with the total composition CH6NP at a distorted geometry (the ωB97M-V functional and the def2-TZVPD basis).

2S+1: 1
SMILES string: C=P.N
Energy relative to the best compared isomer or geometry (same formula, charge and spin) in eV: 1.570
Kohn-Sham gap in eV: 9.60
LUMO in eV: 0.02

Cartesian coordinates (Å):
H: -2.0216 0.2820 -0.8988
P: -1.8041 -0.9004 1.1866
C: -2.5887 -0.0677 -0.0734
H: -0.3613 -0.5562 0.8194
H: 1.6612 0.1595 -0.1634
N: 2.5898 0.4796 -0.2288
H: 2.9172 0.6290 -1.1524
H: -3.6557 -0.1820 0.1088
H: 3.2630 0.1563 0.4021


Entry from the Open Molecules 2025 dataset: CH6NPS in the gas phase at a distorted geometry (the ωB97M-V functional and the def2-TZVPD basis).

2S+1: 1
SMILES string: C[S@@H](=N)=P
Energy relative to the best compared isomer or geometry (same formula, charge and spin) in eV: 5.639
Kohn-Sham gap in eV: 8.11
LUMO in eV: 0.26

Cartesian coordinates (Å):
H: -0.4217 2.4940 -0.5241
H: 1.7370 -1.3252 0.3465
H: 1.5913 0.2831 -0.4529
P: -2.4482 -0.3685 0.0780
S: -0.4119 0.2453 0.2601
C: 1.1364 -0.6020 -0.3298
H: -2.0522 -1.6402 0.4970
H: 0.0118 0.2876 1.7133
N: 0.1164 1.5910 -0.2559
H: 0.7411 -0.9650 -1.3321


Entry from the Open Molecules 2025 dataset: 2 unconnected molecules or ions with the total composition CH6NPS at a distorted geometry (the ωB97M-V functional and the def2-TZVPD basis).

2S+1: 1
SMILES string: [H]/N=P/[H].CS
Energy relative to the best compared isomer or geometry (same formula, charge and spin) in eV: 3.358
Kohn-Sham gap in eV: 8.20
LUMO in eV: -0.50

Cartesian coordinates (Å):
H: -0.7510 2.2982 1.1875
H: 1.4986 -2.1076 -1.4894
H: 2.2666 -1.7446 0.1444
P: -2.4549 1.8448 -0.0682
H: 0.0718 -1.0936 0.8259
C: 1.9168 -1.3535 -0.7553
H: 2.6521 -0.6176 -1.1008
S: 0.1775 -0.3063 -0.2451
H: -3.8827 1.5190 0.4334
N: -1.4947 1.5612 1.0675


Entry from the Open Molecules 2025 dataset: CH6NPS in the gas phase at a distorted geometry (the ωB97M-V functional and the def2-TZVPD basis).

2S+1: 1
SMILES string: CSPN
Energy relative to the best compared isomer or geometry (same formula, charge and spin) in eV: 0.976
Kohn-Sham gap in eV: 9.70
LUMO in eV: 0.89

Cartesian coordinates (Å):
H: -2.6837 -0.1831 0.6175
H: 1.1368 1.0021 -1.7831
H: -1.2691 -0.2828 1.6375
P: 1.3535 0.2277 0.2604
H: -2.0637 -1.6739 1.0749
N: 1.7593 1.1449 -1.0798
S: -0.4834 -0.6946 -0.5367
H: 1.9303 2.1988 -0.8213
C: -1.7417 -0.6555 0.8273
H: 2.0617 -1.0836 -0.1967


Entry from the Open Molecules 2025 dataset: 2 unconnected molecules or ions with the total composition CH6NPS at a distorted geometry (the ωB97M-V functional and the def2-TZVPD basis).

2S+1: 1
SMILES string: C=PS.N
Energy relative to the best compared isomer or geometry (same formula, charge and spin) in eV: 1.529
Kohn-Sham gap in eV: 9.34
LUMO in eV: -0.08

Cartesian coordinates (Å):
H: -1.8343 -0.3802 1.6481
S: -0.1797 -1.1556 -2.2534
H: -0.4798 0.2975 1.0251
H: 1.5005 -0.4225 0.4829
N: -1.4997 0.4729 1.2861
H: -2.0361 0.7222 0.4502
H: 2.0369 1.3096 0.2576
H: -0.0865 -1.8744 -0.9912
P: 0.8885 0.6370 -1.6517
C: 1.6902 0.3935 -0.2538


Entry from the Open Molecules 2025 dataset: 2 unconnected molecules or ions with the total composition CH6NS at a distorted geometry (the ωB97M-V functional and the def2-TZVPD basis).

2S+1: 1
Net charge: -1
Energy relative to the best compared isomer or geometry (same formula, charge and spin) in eV: 0.331
Kohn-Sham gap in eV: 6.32
LUMO in eV: 4.23

Cartesian coordinates (Å):
S: 0.8873 0.3161 1.7859
N: -0.3546 -2.5694 -1.7501
H: 0.0283 -2.6327 -0.7920
H: 0.8425 2.5069 0.5362
C: 0.2111 1.9446 1.2662
H: -1.1243 -1.9028 -1.7284
H: 0.3432 -1.9895 -2.2418
H: -0.8034 1.7120 0.8365
H: -0.0302 2.6149 2.0874


Entry from the Open Molecules 2025 dataset: 2 unconnected molecules or ions with the total composition CH6NS (the ωB97M-V functional and the def2-TZVPD basis).

2S+1: 1
Net charge: -1
Energy relative to the best compared isomer or geometry (same formula, charge and spin) in eV: 0.131
Kohn-Sham gap in eV: 7.29
LUMO in eV: 4.59

Cartesian coordinates (Å):
H: -1.7722 -1.2986 -0.6368
H: -0.3894 0.9707 -0.4694
S: -1.0854 -1.2059 0.5147
H: 1.1701 -0.1233 0.3681
H: 2.2660 1.2899 0.3481
C: 1.5636 0.6923 -0.2419
H: 0.4019 2.3464 -0.1199
N: 0.4420 1.5300 -0.7193
H: 2.1347 0.2967 -1.0852


Entry from the Open Molecules 2025 dataset: 2 unconnected molecules or ions with the total composition CH6NS at a distorted geometry (the ωB97M-V functional and the def2-TZVPD basis).

2S+1: 1
Net charge: -1
Energy relative to the best compared isomer or geometry (same formula, charge and spin) in eV: 0.226
Kohn-Sham gap in eV: 7.11
LUMO in eV: 4.48

Cartesian coordinates (Å):
H: 0.3471 0.0977 -1.3856
S: -2.2105 0.9669 -0.4357
H: -0.2694 -1.1208 -0.6348
C: 1.0923 -0.0842 0.4478
H: 1.8717 0.6620 0.2809
H: -3.3135 0.7128 0.2563
H: 0.2747 0.2241 1.1162
H: 1.5859 -0.7861 1.1430
N: 0.6218 -0.6723 -0.7879


Entry from the Open Molecules 2025 dataset: a gas-phase ion, CH6NS (charge +1) at a distorted geometry (the ωB97M-V functional and the def2-TZVPD basis).

2S+1: 1
Net charge: +1
SMILES string: [NH3+]CS
Energy relative to the best compared isomer or geometry (same formula, charge and spin) in eV: 0.916
Kohn-Sham gap in eV: 10.53
LUMO in eV: -4.16

Cartesian coordinates (Å):
H: -1.3094 -0.5087 0.7264
S: -1.2921 0.0965 -1.5670
H: 0.6254 -0.2814 -0.2282
H: 0.9903 1.3088 -0.0975
C: -0.8887 0.4093 0.4074
H: -1.4040 -1.1569 -1.4017
H: 1.1787 0.3927 1.1929
H: -1.5221 1.1830 0.7084
N: 0.5939 0.5130 0.3427


Entry from the Open Molecules 2025 dataset: a gas-phase ion, CH6NS2 (charge +1) at a distorted geometry (the ωB97M-V functional and the def2-TZVPD basis).

2S+1: 1
Net charge: +1
SMILES string: [NH3+]C(S)S
Energy relative to the best compared isomer or geometry (same formula, charge and spin) in eV: 1.095
Kohn-Sham gap in eV: 9.48
LUMO in eV: -4.21

Cartesian coordinates (Å):
H: 1.6923 -0.4447 1.0151
S: -0.7341 0.9431 1.1906
H: -1.9786 0.6042 -1.5885
N: 1.2437 -0.2096 0.0578
H: 1.7339 -0.8648 -0.6631
H: -1.9546 0.3822 1.6962
S: -0.5864 0.4514 -1.7730
H: -0.7974 -1.2935 0.1362
H: 1.5955 0.6925 0.0503
C: -0.2143 -0.2609 -0.1217


Entry from the Open Molecules 2025 dataset: 2 unconnected molecules or ions with the total composition CH6NS2 (the ωB97M-V functional and the def2-TZVPD basis).

2S+1: 1
Net charge: +1
Energy relative to the best compared isomer or geometry (same formula, charge and spin) in eV: 0.163
Kohn-Sham gap in eV: 8.03
LUMO in eV: -5.48

Cartesian coordinates (Å):
H: 1.8485 2.4397 0.1826
S: -0.8077 -2.2047 0.6429
H: 0.8278 1.7432 -1.2503
H: 0.2185 -0.0135 0.0703
N: 0.8214 0.7112 0.4871
S: -1.2176 -1.4181 -1.2297
C: 1.1933 1.6846 -0.2317
H: -2.1674 -0.5339 -0.8717
H: 1.1859 0.5597 1.4234
H: -1.9028 -2.9682 0.7771


Entry from the Open Molecules 2025 dataset: 2 unconnected molecules or ions with the total composition CH6O at a distorted geometry (the ωB97M-V functional and the def2-TZVPD basis).

2S+1: 2
Net charge: +1
<S²>: 0.753
Energy relative to the best compared isomer or geometry (same formula, charge and spin) in eV: 0.491
Kohn-Sham gap (alpha / beta) in eV: 8.72 / 1.28
LUMO (alpha / beta) in eV: -6.04 / -13.49

Cartesian coordinates (Å):
O: 1.4393 -0.1590 -5.5479
H: -0.1457 -0.2163 4.0156
H: -1.5721 0.5250 3.5788
H: 1.2775 -0.8055 -4.8223
H: -0.2320 0.7206 2.4277
H: 1.0720 0.7285 -5.3911
C: -0.7368 0.0318 3.1409
H: -1.1023 -0.8252 2.5983


Entry from the Open Molecules 2025 dataset: 2 unconnected molecules or ions with the total composition CH6O2 at a distorted geometry (the ωB97M-V functional and the def2-TZVPD basis).

2S+1: 1
SMILES string: CO.O
Energy relative to the best compared isomer or geometry (same formula, charge and spin) in eV: 0.336
Kohn-Sham gap in eV: 11.43
LUMO in eV: 0.98

Cartesian coordinates (Å):
O: -0.2074 -1.5103 -3.5056
H: -0.6262 3.8711 4.8164
H: 1.7262 -1.7767 -2.5968
H: -0.2744 -0.6129 -3.1191
H: 0.3856 -2.1367 -1.5863
H: -1.7356 3.8722 5.8473
O: -0.8233 3.6636 5.7289
C: 0.6878 -2.1704 -2.6398
H: 0.8675 -3.1999 -2.9449


Entry from the Open Molecules 2025 dataset: CH6O3Si in the gas phase at a distorted geometry (the ωB97M-V functional and the def2-TZVPD basis).

2S+1: 1
SMILES string: C[Si@H](O)OO
Energy relative to the best compared isomer or geometry (same formula, charge and spin) in eV: 5.653
Kohn-Sham gap in eV: 10.02
LUMO in eV: 0.63

Cartesian coordinates (Å):
Si: -0.7053 -0.2599 -0.1465
H: -1.6722 -0.4147 -1.2702
H: 0.5145 1.4909 0.8325
H: -0.8984 -1.4203 1.9436
O: -1.3152 -0.9117 1.1822
O: 1.8592 -1.2385 -0.2621
H: 0.1442 1.7663 -0.8891
H: 2.4263 -1.4475 -0.9912
O: 0.6328 -1.3953 -0.9235
C: -0.2011 1.5008 0.0987
H: -0.7847 2.3298 0.4256